Entry 1:
Molecular formula: C43H44N10O2S2Ti
Method: DFT, the ωB97M-V functional and the def2-TZVPD basis

The calculation puts the HOMO energy (spin up / spin down) at -9.395 / -9.529 eV. For the HOMO-LUMO gap (spin up / spin down), the calculation gives 0.2126 / 0.2183 Eh. The calculation puts the total energy at -4008.7012 hartree. Its charge is +1. For the energy relative to the best compared isomer or geometry (same formula, charge and spin), the calculation gives 0.00 kcal per mole. Its multiplicity is 2.

```
102
Properties=species:S:1:pos:R:3:forces:R:3
Ti 0.15077 0.15643 0.12851 -0.642 -0.337 0.423
O 5.69294 3.68310 -3.94859 0.097 -0.042 -0.139
N 5.52605 2.64835 -3.34943 -0.251 -0.063 0.358
O 6.35799 1.77561 -3.20025 -0.015 0.099 -0.088
C 4.20197 2.45739 -2.68609 0.174 -0.030 -0.123
C 3.45188 3.56933 -2.55591 -0.146 -0.113 0.139
C 2.19040 3.52327 -1.87345 0.206 0.040 -0.133
C 1.35869 4.64368 -1.71838 -0.032 -0.078 0.049
C 0.17502 4.49173 -1.04321 0.023 -0.086 -0.008
C -0.14816 3.24287 -0.49897 -0.035 -0.073 0.074
N 0.62978 2.17629 -0.61990 0.386 0.470 -0.253
C 1.76872 2.31146 -1.33169 -0.009 0.001 0.053
C 2.54632 1.11965 -1.53762 -0.034 -0.061 0.089
N 1.98369 -0.02535 -1.07520 0.344 -0.064 -0.291
C 2.63248 -1.16517 -1.25859 0.049 0.060 0.026
C 3.86291 -1.22689 -1.91706 -0.130 0.042 0.055
C 4.43477 -0.07748 -2.39835 0.000 0.045 -0.029
C 3.77433 1.15597 -2.20943 0.064 0.092 -0.091
H 3.81913 4.50472 -2.95389 -0.008 -0.001 -0.012
H 1.65285 5.59810 -2.13294 0.011 0.036 -0.018
H -0.50759 5.31713 -0.90937 -0.024 0.023 0.008
H -1.05782 3.09487 0.07111 0.040 0.031 -0.019
H 2.16693 -2.05981 -0.86375 0.021 0.017 -0.012
H 4.34721 -2.18321 -2.04786 0.010 -0.016 -0.003
H 5.37721 -0.11465 -2.91783 0.001 0.009 0.009
S -3.21542 -0.12812 0.58286 0.007 -0.034 -0.022
C -2.67216 0.39704 -0.90194 0.140 -0.062 -0.122
N -1.39956 0.41393 -1.35313 -0.341 -0.044 -0.116
C -1.32662 0.88156 -2.66824 0.099 -0.025 0.037
C -0.17757 0.95476 -3.45319 0.039 -0.087 -0.054
C -0.26048 1.44890 -4.74417 -0.052 0.029 -0.015
C -1.47912 1.86637 -5.27630 0.034 -0.021 0.066
C -2.63469 1.77082 -4.51980 0.040 0.004 -0.001
C -2.54664 1.27500 -3.22696 -0.013 0.010 -0.041
S -3.81831 1.00546 -2.07956 -0.083 0.066 0.032
H 0.76772 0.58683 -3.08068 -0.107 -0.004 -0.043
H 0.63340 1.49627 -5.35109 0.029 0.006 -0.033
H -1.52655 2.24952 -6.28467 -0.001 0.017 -0.055
H -3.58868 2.07290 -4.92804 -0.043 0.008 -0.020
C 3.43481 1.61906 1.68562 0.005 0.009 -0.106
N 2.53141 1.34732 2.78088 -0.180 -0.139 -0.037
C 2.13010 2.52794 3.53092 0.072 0.011 0.072
C 1.83225 0.18492 2.83728 0.031 0.146 0.052
N 1.55521 -0.50531 1.73541 0.018 -0.191 -0.056
C 1.61024 -1.91147 1.82685 0.172 -0.058 -0.129
C 2.60544 -2.57905 2.54039 0.039 0.078 0.057
C 2.69965 -3.95904 2.53017 -0.085 -0.036 -0.074
C 1.81369 -4.69553 1.75315 0.059 0.064 0.067
C 0.84810 -4.04047 1.00848 -0.080 -0.015 -0.015
C 0.71229 -2.65097 1.05139 0.115 -0.064 -0.023
N -0.19620 -1.93196 0.23487 0.322 -0.237 -0.042
C -1.29781 -2.62944 -0.14456 -0.066 0.056 0.092
N -2.03564 -3.27189 0.77519 -0.035 0.065 -0.125
C -2.75648 -4.50178 0.49229 0.031 -0.015 0.005
C -2.05675 -2.84259 2.16254 0.066 0.026 -0.022
N -1.65634 -2.71380 -1.43447 -0.048 -0.038 0.134
C -3.04896 -2.81482 -1.85325 0.007 0.064 -0.019
C -0.68670 -2.67746 -2.51425 0.059 0.098 0.049
N 1.43896 -0.23543 4.05680 -0.047 0.040 0.109
C 2.19469 0.02361 5.26948 0.011 -0.008 -0.033
C 0.29558 -1.11723 4.21228 -0.068 0.068 -0.012
H 4.38918 1.97203 2.08260 -0.003 0.005 0.002
H 3.03628 2.39929 1.03197 -0.039 0.006 -0.054
H 3.59875 0.71240 1.10986 0.014 -0.015 -0.006
H 3.01848 3.09642 3.80772 0.003 0.006 0.029
H 1.59187 2.26144 4.43291 0.025 0.026 -0.066
H 1.47218 3.15127 2.91839 0.045 0.003 -0.004
H 3.32262 -1.99475 3.10573 0.012 0.003 0.005
H 3.47446 -4.45197 3.09923 0.030 -0.027 0.017
H 1.88859 -5.77244 1.70562 0.006 -0.039 0.003
H 0.19076 -4.62091 0.37314 -0.023 -0.019 -0.028
H -2.41290 -4.93176 -0.44553 -0.018 0.001 0.017
H -3.83548 -4.34535 0.44604 -0.005 -0.001 0.003
H -2.54190 -5.21123 1.29372 -0.005 0.002 -0.009
H -1.76523 -1.79561 2.21459 -0.075 -0.119 -0.021
H -1.38953 -3.45787 2.77256 -0.001 -0.002 0.004
H -3.07781 -2.93667 2.53255 0.001 0.008 0.020
H -3.30674 -3.81598 -2.20409 0.007 0.008 -0.013
H -3.20152 -2.10839 -2.67159 -0.014 -0.018 0.014
H -3.69559 -2.51950 -1.03186 -0.019 -0.009 0.007
H -0.64205 -3.65325 -3.00470 -0.013 0.019 -0.015
H 0.29405 -2.42786 -2.12261 0.003 -0.017 0.003
H -0.97662 -1.92968 -3.25006 0.011 0.090 -0.041
H 3.14748 0.48671 5.02693 -0.004 0.002 0.012
H 2.38113 -0.92589 5.77533 0.015 -0.009 0.009
H 1.64405 0.67217 5.95543 0.012 -0.006 0.025
H -0.37962 -0.97547 3.36943 0.112 0.008 0.126
H -0.22896 -0.83939 5.12686 -0.026 0.023 0.008
H 0.59912 -2.16559 4.28084 -0.030 0.015 0.002
C -0.58720 1.28562 1.71325 -0.140 0.320 0.262
C -1.02935 1.93312 2.64500 -0.036 -0.033 0.051
C -1.63534 2.67886 3.70987 0.011 -0.010 -0.030
C -1.15742 2.59583 5.01885 -0.006 -0.013 -0.012
C -1.75689 3.32136 6.03417 -0.001 0.012 0.024
C -2.84248 4.14014 5.75792 0.014 -0.019 -0.039
C -3.32974 4.22348 4.46083 0.008 -0.001 0.021
C -2.73335 3.49933 3.44303 -0.030 -0.002 -0.010
H -0.31609 1.94986 5.23286 -0.038 -0.038 0.027
H -1.37844 3.24632 7.04476 0.006 0.000 0.022
H -3.31010 4.70628 6.55012 -0.025 0.026 0.044
H -4.18265 4.85092 4.24253 -0.026 0.022 -0.005
H -3.12305 3.54519 2.43493 -0.004 0.004 -0.021
```
Forces are in eV/Å.

These are the Mulliken partial charges, in e, on atoms 1 to 6: number 1, Ti, carries -1.12; number 2, O, carries -0.61; number 3, N, carries 1.02; number 4, O, carries -0.61; number 5, C, carries -0.80; number 6, C, carries -0.74

=====

Entry 2:
Molecular formula: C6H12N2O
Method: DFT, the ωB97M-V functional and the def2-TZVPD basis

The calculation puts the HOMO energy (spin up / spin down) at -7.413 / -7.412 eV. For the HOMO-LUMO gap (spin up / spin down), the calculation gives 0.2761 / 0.2761 Eh. The calculation puts the total energy at -420.3926 hartree. Its charge is 0. For the energy relative to the best compared isomer or geometry (same formula, charge and spin), the calculation gives 120.03 kcal per mole.

```
21
Properties=species:S:1:pos:R:3:forces:R:3
C 0.87302 0.54243 1.80006 -0.410 -0.266 0.014
C 1.84077 0.02554 -0.30200 0.368 3.163 0.786
O 2.33610 0.44491 -1.49138 -0.567 -0.936 0.609
N 0.96493 0.75912 0.36549 1.087 -1.308 -0.881
H 1.77573 1.16209 -1.83496 -0.297 0.200 0.083
H 2.53206 -0.62714 0.22600 -0.321 -0.427 -0.196
H 1.04667 -0.50130 2.07533 0.149 0.020 0.027
H -0.13303 0.78101 2.13710 -0.041 0.073 -0.080
H 1.57741 1.19885 2.31182 0.035 -0.092 -0.034
C -0.58073 -1.58393 -0.74680 1.616 -0.329 -0.538
C -1.35715 -0.54690 -0.13135 1.701 3.386 0.821
C -0.46877 1.15958 -0.47391 -2.002 -2.515 0.617
C -2.40599 -0.47043 0.66200 -0.170 -0.371 -0.153
N -0.41908 1.44847 -1.72177 0.990 0.518 -1.062
H -0.02144 0.71512 -2.30502 -0.479 -0.236 0.015
H -0.96264 1.87407 0.17921 0.173 0.062 0.316
H 0.55206 -1.24425 -0.74877 -1.681 -0.742 -0.127
H -0.82210 -1.73809 -1.79943 -0.042 -0.142 0.036
H -0.57523 -2.52500 -0.19830 -0.139 -0.109 -0.127
H -2.70562 0.45364 1.14339 0.011 0.094 -0.146
H -3.04697 -1.32779 0.85328 0.018 -0.045 0.020
```
Forces are in eV/Å.

These are the natural (NBO) partial charges, in e, on atoms 1 to 6: number 1, C, carries -0.42; number 2, C, carries 0.41; number 3, O, carries -0.66; number 4, N, carries -0.41; number 5, H, carries 0.52; number 6, H, carries 0.19

=====

Entry 3:
Molecular formula: C4H16N2Si3
Method: DFT, the ωB97M-V functional and the def2-TZVPD basis

The calculation puts the HOMO energy at -7.748 eV. For the HOMO-LUMO gap, the calculation gives 0.3082 Eh. The calculation puts the total energy at -1139.9618 hartree. Its charge is 0. For the energy relative to the best compared isomer or geometry (same formula, charge and spin), the calculation gives 7.40 kcal per mole.

```
25
Properties=species:S:1:pos:R:3:forces:R:3
C 1.44225 -1.94991 1.26515 3.692 1.921 -3.627
C -0.98518 -1.20536 1.41564 1.780 4.364 -0.916
C -0.03857 -2.68785 -0.38143 2.275 1.045 -0.384
C 0.23720 -1.44415 0.47239 -0.013 0.685 -0.666
N -0.88775 3.15254 -1.24301 -1.291 -1.013 -0.335
N 1.04943 1.61108 0.22576 -0.486 -0.025 0.377
Si 0.51226 3.23259 -0.20752 1.537 -0.687 -3.071
Si -1.67212 1.67733 -1.84926 3.123 -1.453 3.952
Si 0.66116 0.12732 -0.69507 -3.648 1.542 1.744
H 1.94323 -2.78109 0.63112 -0.493 1.424 1.271
H 2.26922 -1.13031 1.40190 -1.499 -1.548 0.401
H 1.08117 -2.37123 2.11434 -0.522 -1.130 2.939
H -0.91787 -0.27555 2.14312 0.231 -1.743 -1.478
H -1.06471 -2.03634 1.98889 -0.735 -2.637 1.827
H -1.82123 -1.01363 0.78305 -0.968 -0.093 -0.199
H -0.88257 -2.70683 -0.91504 -3.905 0.593 -1.893
H 0.69819 -2.76177 -1.22542 0.024 -0.481 1.212
H -0.14751 -3.53567 0.25677 0.659 -0.933 0.406
H -1.58265 3.88409 -1.32908 0.516 0.538 0.374
H 1.30377 1.54308 1.21887 -0.093 -0.205 -0.638
H 1.63450 3.81302 -1.23899 -1.107 -0.400 1.531
H 0.31878 4.09029 0.92503 -0.048 0.392 0.738
H -2.75652 1.22541 -0.89463 0.019 0.308 -0.681
H -2.01664 1.67932 -3.20013 -0.541 0.142 -1.648
H 1.62215 -0.13637 -1.66248 1.493 -0.606 -1.235
```
Forces are in eV/Å.

These are the natural (NBO) partial charges, in e, on atoms 1 to 6: number 1, C, carries -0.60; number 2, C, carries -0.60; number 3, C, carries -0.61; number 4, C, carries -0.42; number 5, N, carries -1.53; number 6, N, carries -1.54

=====

- Which of these has the highest charge?
  C43H44N10O2S2Ti

=====

- Which of these has the highest energy relative to the best compared isomer or geometry (same formula, charge and spin)?
  C6H12N2O